i.
The following is a quantum chemistry calculation of an isolated molecule of C2H2BrP, from the OMol25 dataset.

Summary:
- SMILES = C#CPBr

Positions of all 6 atoms, in Å:
C (0.350, -0.026, -0.579)
C (-0.577, 0.747, -0.730)
P (1.869, -1.278, -0.279)
Br (3.252, 0.349, -0.012)
H (1.302, -1.054, 1.044)
H (-1.496, 1.238, -0.858)



ii.
The following is a quantum chemistry calculation of a 2-piece molecular cluster, C2H2BrP overall, from the OMol25 dataset.

Positions of all 6 atoms, in Å:
C (-0.979, 0.195, -0.365)
C (-2.041, 0.809, -0.456)
P (1.782, -1.260, -0.048)
Br (3.194, 0.372, 0.346)
H (1.022, -1.295, 1.263)
H (-2.978, 1.179, -0.740)



Stability ranking, top and bottom: i is the most stable and ii is the least stable.



i.
The following is a quantum chemistry calculation of C31H28CsN9O2S2 as an isolated structure, from the OMol25 dataset.

Summary:
- charge = -2

Positions of all 73 atoms, in Å:
Cs (-0.299, -1.285, -1.031)
C (1.091, 3.715, 6.941)
C (1.615, 4.458, 5.713)
N (2.196, 3.596, 4.711)
C (1.415, 2.789, 3.893)
S (2.247, 1.527, 3.060)
N (0.142, 3.080, 3.878)
N (-0.586, 2.451, 2.891)
C (-1.650, 1.841, 3.244)
C (-2.097, 1.665, 4.669)
C (-2.467, 1.247, 2.149)
C (-3.326, 0.176, 2.395)
C (-4.009, -0.408, 1.334)
C (-3.824, 0.091, 0.058)
C (-2.978, 1.186, -0.081)
N (-2.317, 1.756, 0.921)
H (0.684, 4.412, 7.679)
H (1.890, 3.142, 7.415)
H (0.305, 3.021, 6.642)
H (2.375, 5.186, 6.013)
H (0.799, 5.007, 5.244)
H (3.090, 3.181, 4.913)
H (-1.559, 2.371, 5.298)
H (-1.878, 0.656, 5.026)
H (-3.173, 1.825, 4.761)
H (-3.443, -0.207, 3.400)
H (-4.649, -1.265, 1.501)
H (-4.252, -0.352, -0.831)
H (-2.813, 1.606, -1.068)
N (0.577, 3.305, 0.492)
C (0.744, 2.041, 0.057)
N (1.585, 1.649, -0.832)
C (2.489, 2.576, -1.339)
N (3.500, 2.224, -2.060)
N (3.539, 0.866, -2.330)
C (3.767, 0.128, -1.326)
C (3.484, -1.321, -1.338)
C (3.282, -1.930, -0.099)
C (2.782, -3.222, -0.064)
C (2.504, -3.861, -1.260)
C (2.777, -3.184, -2.444)
N (3.259, -1.949, -2.496)
C (2.284, 4.002, -1.014)
C (3.031, 5.024, -1.594)
C (2.842, 6.340, -1.217)
C (1.893, 6.651, -0.243)
C (1.134, 5.656, 0.338)
C (1.321, 4.328, -0.051)
H (-0.069, 3.414, 1.267)
H (0.105, 1.326, 0.557)
H (3.974, 0.564, -0.345)
H (3.454, -1.368, 0.811)
H (2.578, -3.702, 0.885)
H (2.055, -4.844, -1.289)
H (2.563, -3.652, -3.398)
H (3.765, 4.751, -2.341)
H (3.430, 7.126, -1.674)
H (1.745, 7.680, 0.060)
H (0.393, 5.887, 1.094)
O (-0.885, -3.440, -2.735)
C (-2.080, -3.309, -2.355)
O (-2.455, -3.234, -1.158)
C (-3.153, -3.185, -3.419)
C (-3.708, -4.346, -3.939)
C (-4.716, -4.312, -4.896)
C (-5.166, -3.074, -5.337)
C (-4.611, -1.909, -4.830)
C (-3.592, -1.917, -3.861)
S (-2.933, -0.398, -3.277)
H (-3.337, -5.301, -3.579)
H (-5.138, -5.231, -5.288)
H (-5.952, -3.012, -6.084)
H (-4.959, -0.944, -5.180)



ii.
The following is a quantum chemistry calculation of C31H28CsN9O2S2 as an isolated structure, from the OMol25 dataset.

Summary:
- charge = -2

Positions of all 73 atoms, in Å:
Cs (-0.512, 1.072, -0.442)
C (-7.102, 2.397, 2.790)
C (-6.059, 3.445, 2.408)
N (-5.408, 3.181, 1.141)
C (-4.465, 2.177, 1.005)
S (-4.111, 1.669, -0.598)
N (-3.993, 1.706, 2.139)
N (-2.967, 0.828, 1.986)
C (-2.710, 0.092, 3.003)
C (-3.517, 0.135, 4.275)
C (-1.537, -0.803, 2.903)
C (-0.895, -1.293, 4.044)
C (0.230, -2.090, 3.901)
C (0.685, -2.393, 2.632)
C (-0.014, -1.870, 1.551)
N (-1.088, -1.101, 1.678)
H (-7.541, 2.620, 3.767)
H (-6.629, 1.415, 2.836)
H (-7.908, 2.359, 2.053)
H (-5.288, 3.487, 3.174)
H (-6.523, 4.434, 2.350)
H (-5.951, 3.305, 0.302)
H (-4.566, 0.277, 4.022)
H (-3.227, 0.988, 4.896)
H (-3.406, -0.779, 4.859)
H (-1.250, -1.027, 5.030)
H (0.748, -2.457, 4.779)
H (1.562, -3.004, 2.463)
H (0.302, -2.079, 0.535)
N (3.721, -1.170, -0.837)
C (2.394, -0.973, -0.939)
N (1.529, -1.817, -1.400)
C (1.987, -3.052, -1.837)
N (1.213, -3.946, -2.346)
N (-0.137, -3.592, -2.342)
C (-0.482, -2.701, -3.165)
C (-1.828, -2.091, -3.139)
C (-2.071, -1.001, -3.969)
C (-3.280, -0.326, -3.862)
C (-4.195, -0.754, -2.925)
C (-3.861, -1.854, -2.139)
N (-2.727, -2.525, -2.245)
C (3.426, -3.362, -1.707)
C (3.962, -4.599, -2.057)
C (5.322, -4.830, -1.961)
C (6.167, -3.818, -1.510)
C (5.658, -2.589, -1.143)
C (4.284, -2.360, -1.229)
H (4.250, -0.341, -0.588)
H (2.104, -0.010, -0.545)
H (0.237, -2.254, -3.858)
H (-1.301, -0.668, -4.654)
H (-3.480, 0.544, -4.474)
H (-5.120, -0.227, -2.743)
H (-4.552, -2.180, -1.368)
H (3.278, -5.360, -2.409)
H (5.734, -5.793, -2.237)
H (7.234, -3.995, -1.445)
H (6.304, -1.794, -0.790)
O (1.307, 2.730, 0.357)
C (2.508, 2.353, 0.334)
O (2.951, 1.301, 0.854)
C (3.514, 3.262, -0.347)
C (3.946, 4.381, 0.358)
C (4.912, 5.239, -0.154)
C (5.443, 4.969, -1.410)
C (4.997, 3.873, -2.135)
C (4.015, 2.994, -1.638)
S (3.435, 1.675, -2.628)
H (3.506, 4.572, 1.332)
H (5.241, 6.101, 0.416)
H (6.201, 5.619, -1.837)
H (5.395, 3.677, -3.123)



Stability ranking, top and bottom: i is the most stable and ii is the least stable.



i.
The following is a quantum chemistry calculation of a 2-piece molecular cluster, C4H4BrNO overall, from the OMol25 dataset.

Positions of all 11 atoms, in Å:
C (-0.847, -0.039, 1.077)
C (-1.387, 1.407, -0.438)
C (-0.003, -0.373, -0.114)
C (0.940, -1.280, -0.500)
N (-1.635, 1.028, 0.807)
O (-0.396, 0.642, -0.981)
Br (3.892, 0.088, 0.343)
H (-0.927, -0.516, 2.033)
H (-1.880, 2.282, -0.844)
H (0.944, -1.277, -1.569)
H (1.300, -1.963, 0.187)



ii.
The following is a quantum chemistry calculation of an isolated molecule of C4H4BrNO, from the OMol25 dataset.

Positions of all 11 atoms, in Å:
C (-0.900, 1.347, 0.256)
C (1.067, 0.101, -0.600)
C (-2.464, -0.356, -0.210)
C (2.058, -0.934, -0.257)
N (0.122, 0.640, -0.056)
O (-2.146, 0.866, 0.189)
Br (-4.354, -0.525, -0.016)
H (-0.586, 2.253, 0.873)
H (2.740, -1.234, -1.095)
H (2.845, -0.443, 0.614)
H (1.617, -1.715, 0.302)



Stability ranking, top and bottom: i is the most stable and ii is the least stable.



i.
The following is a quantum chemistry calculation of a 2-piece molecular cluster, C9H7NO4S overall, from the OMol25 dataset.

Positions of all 22 atoms, in Å:
C (0.934, -2.216, -0.246)
C (1.725, -2.206, -1.342)
C (0.650, -1.233, 0.655)
C (1.954, -0.887, -1.811)
C (1.156, 0.005, 0.338)
C (1.583, 0.189, -0.996)
C (0.755, 2.391, 1.051)
C (0.914, 3.101, -0.004)
C (1.328, 1.090, 1.341)
N (1.837, 1.464, -1.325)
O (0.865, 3.907, -0.831)
O (1.644, 1.946, -2.448)
O (3.871, -3.899, 1.785)
O (4.559, -1.672, 0.881)
S (3.633, -2.463, 1.672)
H (0.517, -3.232, 0.102)
H (1.983, -2.992, -2.001)
H (-0.122, -1.490, 1.374)
H (2.389, -0.688, -2.801)
H (0.095, 2.777, 1.806)
H (0.774, 0.760, 2.155)
H (2.358, 1.036, 1.564)



ii.
The following is a quantum chemistry calculation of C9H7NO4S as an isolated structure, from the OMol25 dataset.

Positions of all 22 atoms, in Å:
C (-3.092, -0.416, -0.237)
C (-3.029, 0.938, 0.050)
C (-1.922, -1.139, -0.363)
C (-1.801, 1.545, 0.200)
C (-0.666, -0.545, -0.235)
C (-0.612, 0.827, 0.057)
C (1.995, -0.267, -0.566)
C (1.765, 0.938, -0.017)
C (0.500, -1.482, -0.401)
N (0.579, 1.527, 0.222)
O (2.959, 1.500, 0.277)
O (4.697, 0.029, -1.038)
O (3.978, -0.666, 1.204)
O (0.765, -2.329, 0.631)
S (3.677, -0.073, -0.056)
H (-4.041, -0.907, -0.373)
H (-3.936, 1.515, 0.150)
H (-1.961, -2.196, -0.575)
H (-1.747, 2.600, 0.425)
H (0.493, -2.049, -1.326)
H (0.546, 2.494, 0.508)
H (0.854, -1.844, 1.462)



Stability ranking, top and bottom: ii is the most stable and i is the least stable.